146
Properties=species:S:1:pos:R:3:forces:R:3 method="wB97M-V/def2-TZVPD" e_homo_ev=-7.81 lumo_energy_ev=0.2538 e_tot_ha=-3765.29557 homo_lumo_gap_ev=8.1
O -0.90473 4.94663 -5.65473 0.1 -0.5 0.6
P -0.34537 3.68208 -5.11889 0.3 -1.8 -0.7
N 1.24012 3.66043 -4.62040 0.4 1.5 0.7
C 2.10423 4.30953 -5.65195 0.4 -0.9 0.8
C 1.75009 3.69684 -3.19166 0.3 -0.7 -1.2
N -0.30527 2.41363 -6.32735 0.4 1.2 0.9
C 0.84908 1.52699 -6.74966 -1.7 1.4 2.2
C -1.58410 2.24428 -6.96568 -0.4 0.0 -0.5
N -1.16090 3.06520 -3.80915 -1.4 -0.7 -0.3
C -0.94622 1.72635 -3.27700 0.3 0.4 0.2
C -2.00634 3.91006 -2.91340 1.1 0.7 -1.9
H 2.92125 3.61218 -5.83709 0.2 0.1 -0.3
H 2.54757 5.25385 -5.33603 -0.3 0.1 0.2
H 1.55609 4.46598 -6.58102 -0.1 0.0 0.2
H 2.28573 4.60105 -2.90254 -0.3 0.4 -0.4
H 2.49717 2.90744 -3.10901 0.2 -0.2 0.0
H 1.04494 3.46711 -2.39286 -0.5 0.2 -0.6
H 0.52318 0.49157 -6.65063 0.1 -0.1 -0.5
H 1.28037 1.78926 -7.71574 -0.1 -0.1 0.0
H 1.51121 1.72284 -5.90625 0.7 -0.3 -0.5
H -2.18664 3.15178 -7.00442 0.4 0.4 0.0
H -1.42665 1.94623 -8.00225 -0.2 -0.3 0.0
H -2.24637 1.56454 -6.42954 0.2 -0.5 -0.2
H -0.34926 1.05276 -3.89184 0.4 0.5 -0.1
H -0.46223 1.95565 -2.32765 0.2 -1.1 0.4
H -1.86917 1.16550 -3.12971 -0.3 0.3 0.3
H -2.72961 4.41369 -3.55477 -0.2 0.1 0.3
H -1.30212 4.67470 -2.58552 -0.5 0.3 0.9
H -2.51966 3.37789 -2.11253 0.4 -0.2 -0.2
O -1.40465 -2.61906 -3.61344 -0.1 0.2 -0.5
P -2.85154 -2.48375 -3.39130 -2.7 -1.2 0.6
N -3.37488 -2.73463 -1.76509 -1.0 -1.4 -2.2
C -3.13212 -1.81639 -0.67350 -0.8 -1.2 -0.2
C -3.82206 -4.09023 -1.30439 0.1 0.5 -0.4
N -3.78337 -3.61673 -4.36282 1.3 -0.3 1.3
C -3.17319 -4.18339 -5.56863 0.7 1.2 0.3
C -5.22776 -3.81823 -4.35561 0.9 1.4 0.8
N -3.49349 -0.97446 -3.80832 -0.2 0.1 1.8
C -2.97133 -0.43556 -5.02087 -0.3 0.8 -0.6
C -4.75840 -0.44608 -3.23873 -0.1 -1.1 0.4
H -3.89066 -2.10026 0.05597 0.1 0.1 0.5
H -3.39939 -0.79234 -0.93425 1.0 0.1 0.0
H -2.14756 -2.08158 -0.28825 0.1 0.9 0.3
H -3.91283 -4.80943 -2.11839 0.4 0.3 -0.1
H -4.81175 -4.09456 -0.84766 -0.2 0.6 0.0
H -3.17423 -4.50835 -0.53394 0.4 0.1 -0.1
H -2.87665 -3.34391 -6.19748 0.3 -0.1 -0.4
H -2.27214 -4.73114 -5.29263 -0.2 -0.3 -0.4
H -3.89977 -4.73296 -6.16708 0.1 -0.4 0.4
H -5.49508 -4.86837 -4.47325 0.0 0.1 -0.3
H -5.59532 -3.49440 -3.38188 -0.3 0.1 -0.1
H -5.57866 -3.14638 -5.13892 -1.0 -0.4 -0.1
H -1.92056 -0.15874 -4.93505 0.0 -0.1 -0.1
H -3.10823 -1.10560 -5.86963 0.1 -0.1 -0.2
H -3.56472 0.45810 -5.21419 0.3 0.1 -0.3
H -5.13794 0.55834 -3.42631 1.3 0.5 -0.7
H -4.67650 -0.49841 -2.15307 -0.4 -0.1 -0.2
H -5.63062 -1.01724 -3.55670 0.0 -0.5 0.1
O 2.19296 1.89008 2.60520 -0.2 0.5 -0.7
P 0.76467 1.95647 2.24396 -1.5 0.1 1.8
N -0.13890 1.74822 3.75816 0.7 -1.4 -4.4
C 0.38588 2.23202 4.95186 0.2 0.7 2.6
C -1.57076 1.55375 3.78775 0.0 0.6 0.7
N 0.33505 0.74832 1.10954 -0.1 -0.3 2.8
C 1.38753 0.47815 0.14799 0.0 0.5 -0.3
C -1.03904 0.29047 0.85107 0.4 0.9 -1.2
N 0.26508 3.51191 1.69330 2.2 0.0 -1.0
C 1.26793 4.64139 1.76959 0.3 -1.0 0.5
C -1.05896 4.04119 1.39543 0.2 0.1 1.1
H 0.15919 3.28462 5.12140 -0.3 0.5 0.1
H 1.42180 2.14460 5.27945 0.4 -0.5 -1.3
H -0.10749 1.68131 5.75274 -0.3 0.0 0.3
H -1.83160 0.65057 4.33941 -0.1 -0.6 -0.4
H -2.04142 1.61661 2.80661 0.1 -0.2 0.2
H -2.00561 2.32151 4.42771 -0.3 0.5 -0.2
H 1.50652 1.39575 -0.42817 0.3 -0.1 -0.7
H 2.35510 0.25738 0.59872 -0.2 0.0 0.3
H 1.11239 -0.35795 -0.49492 -0.2 0.2 0.0
H -1.11907 -0.54257 0.15268 0.9 0.3 -0.1
H -1.68067 -0.06089 1.65913 0.5 0.5 0.5
H -1.42371 1.17065 0.33589 -1.4 -0.3 -0.1
H 1.08509 5.44163 1.05245 -0.4 -0.3 -0.2
H 1.31801 5.10492 2.75485 -0.5 0.1 0.2
H 2.29606 4.31150 1.62054 -0.2 -0.4 -0.2
H -0.86697 4.97836 0.87298 -0.5 -0.1 -0.2
H -1.51052 4.27636 2.35922 -0.6 0.3 0.0
H -1.77268 3.42941 0.84368 0.4 -0.3 -0.2
O 0.25608 -1.88189 10.56587 -0.6 2.0 -2.4
P -0.22823 -1.02863 9.39560 -1.2 -0.6 -0.3
N -1.92128 -1.37786 9.09611 4.7 0.3 -2.0
C -2.65769 -1.76150 10.18948 -1.1 -1.3 1.2
C -2.63324 -0.95801 7.94805 0.6 1.4 -1.6
N 0.53250 -1.18954 7.80917 -0.8 0.6 1.8
C 1.77468 -0.50192 7.60628 1.0 1.2 0.2
C 0.67511 -2.48768 7.22862 -2.1 -2.1 1.2
N -0.17527 0.64197 9.69810 0.5 -0.7 0.2
C -0.88534 1.74782 9.04546 0.2 -0.5 -0.3
C 0.61925 1.11267 10.81954 0.2 0.3 0.4
H -3.06867 -2.75006 9.98472 -0.8 -0.1 0.1
H -3.43322 -1.00006 10.27233 -0.4 -0.2 1.2
H -1.99038 -1.98124 11.02285 -0.3 0.7 0.4
H -1.93503 -0.75858 7.13513 0.3 -0.5 -0.2
H -3.03791 0.05080 8.02950 -0.7 0.2 0.6
H -3.41526 -1.59782 7.53916 0.0 -0.5 0.5
H 2.47896 -0.61856 8.42998 0.1 -0.1 0.3
H 2.28459 -0.94162 6.74910 -0.2 0.3 -0.2
H 1.65929 0.57282 7.46578 -0.1 0.0 -0.2
H 0.08455 -3.17461 7.83481 -0.3 -0.3 0.2
H 0.14890 -2.56935 6.27755 0.8 0.2 -0.5
H 1.65696 -2.94693 7.34337 0.2 0.4 -0.7
H -1.73798 2.05297 9.65209 -0.6 -0.3 -0.4
H -0.31329 2.67387 8.98825 0.7 -0.2 0.2
H -1.08280 1.53067 7.99572 -0.6 -0.2 0.2
H 1.68515 1.02693 10.60838 0.1 0.3 0.1
H 0.45082 0.64698 11.79055 -0.3 -0.5 -0.2
H 0.32125 2.15327 10.94776 0.5 0.1 0.2
C 2.55256 -3.59786 -4.41986 2.1 -0.8 -2.8
C 3.08248 -2.59586 -3.41035 0.3 1.3 -1.3
C 2.73922 -3.19832 -2.11468 0.0 -0.3 1.4
C 3.31805 -2.48163 -0.97180 1.6 0.7 1.6
C 4.93681 -2.41907 -1.09131 -1.2 1.0 -1.4
C 5.36882 -1.75485 -2.43360 -1.0 0.1 -1.1
N 4.58888 -2.38685 -3.51615 -2.6 -2.2 4.0
O 4.96115 -2.05620 -4.75794 1.0 0.2 -2.2
C 5.05132 -0.21389 -2.27093 0.5 -0.6 0.6
C 6.88420 -2.01458 -2.77678 -1.0 0.5 0.4
C 2.37287 -1.19923 -3.66657 0.3 -0.5 0.1
H 3.09433 -3.39701 -5.34411 -0.2 0.7 -0.6
H 1.52936 -3.71485 -4.77690 -0.3 0.7 1.0
H 2.96180 -4.60648 -4.36238 -0.2 -0.3 1.2
H 1.65061 -3.20202 -2.05980 -0.1 -0.3 0.2
H 3.13169 -4.18742 -1.87858 -0.2 -0.6 -1.4
H 3.04635 -3.07317 -0.09752 0.2 0.2 0.4
H 2.77153 -1.54366 -0.87364 0.9 0.4 0.2
H 5.39292 -3.40878 -1.11409 -0.3 -0.2 0.5
H 5.44014 -1.74748 -0.39580 -0.3 -0.5 0.8
H 5.66952 0.14696 -1.44891 0.4 0.3 -0.2
H 5.17717 0.41628 -3.15135 0.2 -0.2 -0.1
H 4.04868 -0.05277 -1.87487 -0.1 -0.2 -0.3
H 7.12528 -1.68633 -3.78783 0.0 0.9 0.3
H 7.40302 -1.50889 -1.96241 0.6 0.1 -0.4
H 7.24204 -3.04170 -2.84805 -0.7 -0.4 0.7
H 1.67341 -0.99246 -2.85657 -0.2 0.1 -0.1
H 1.85803 -1.15790 -4.62643 -0.2 -0.3 0.1
H 3.10315 -0.39172 -3.71867 -0.1 -0.2 0.1
H 5.34495 -2.92365 -4.90568 0.5 0.3 -1.6

21
Properties=species:S:1:pos:R:3:forces:R:3 method="wB97M-V/def2-TZVPD" e_homo_ev="-13.45 / -13.44" charge=+1 lumo_energy_ev="-4.2071 / -8.8570" e_tot_ha=-477.42467 e_above_lowest_kcal_mol=31.0 spin_multiplicity=2 homo_lumo_gap_ev="9.2 / 4.6"
C 0.10902 -1.63429 1.72288 -1.8 -0.6 1.4
N 0.86129 -1.12961 0.63637 1.3 0.5 0.8
C 0.89522 -1.65210 -0.71319 2.7 -1.6 -1.3
C 1.82959 -0.05855 1.07132 0.9 -1.4 -0.4
O -0.74340 -2.50130 1.60626 1.8 1.4 -0.1
H 0.34027 -1.05665 2.71413 -0.4 -1.2 -1.7
H 0.73258 -2.76193 -0.82057 -0.6 1.1 0.9
H 2.00687 -1.59687 -1.11199 -2.2 0.6 0.8
H 0.23998 -1.15694 -1.43920 -0.1 0.4 0.4
H 2.85226 -0.44037 0.77139 -1.1 0.7 -0.5
H 1.99173 -0.05427 2.19563 -1.1 0.6 -1.4
H 1.50112 0.85063 0.50256 0.7 -0.4 0.8
H -1.96433 -0.31661 1.87060 -0.2 1.6 -1.4
H -3.02653 -0.08085 0.85017 1.5 1.2 -0.1
O -2.12298 0.30358 1.08394 -1.3 -2.7 1.5
H -0.70101 2.21686 -2.27716 1.2 -0.6 -0.9
H -0.08859 1.27047 -3.35753 -0.5 -1.4 -1.3
O 0.12086 1.99513 -2.81801 0.1 1.5 1.7
H -1.25403 2.14966 -0.28966 -0.8 0.3 -0.9
H -1.85290 3.24933 -1.08120 -1.4 8.2 0.4
O -1.72703 2.40469 -1.11674 1.4 -8.1 1.1

85
Properties=species:S:1:pos:R:3:forces:R:3 method="wB97M-V/def2-TZVPD" e_homo_ev="-16.20 / -17.12" charge=+3 lumo_energy_ev="-9.1711 / -10.8070" e_tot_ha=-4241.08633 spin_multiplicity=4 homo_lumo_gap_ev="7.0 / 6.3"
Tc -0.82394 -1.83644 1.36196 0.0 0.1 0.0
O -1.69593 -5.80463 1.51975 0.0 -0.1 0.0
C -1.48230 -4.68368 1.17439 0.0 0.1 0.0
N -1.82527 -3.50840 1.87744 0.0 0.0 0.0
C -3.02813 -3.35291 2.49189 0.1 0.0 0.0
C -3.91826 -4.37812 2.87921 0.0 0.1 0.0
C -5.07159 -4.01839 3.50928 -0.1 0.1 0.1
C -5.38667 -2.64631 3.76845 -0.1 -0.1 0.0
C -4.54965 -1.62538 3.38437 0.0 0.0 0.0
C -3.37206 -1.96174 2.72139 0.0 0.0 0.0
N -2.42128 -1.06147 2.26515 0.1 0.0 0.0
C -2.17410 0.08596 3.06452 0.0 -0.1 0.0
O -2.94673 0.97182 3.27940 -0.1 0.1 0.0
C -0.81331 -0.02510 3.68503 0.0 0.0 0.0
C -0.43539 0.68611 4.79866 0.0 0.0 0.0
C 0.80250 0.39960 5.37314 0.0 0.0 0.0
C 1.60463 -0.57397 4.80282 0.0 0.0 0.0
C 1.15613 -1.24520 3.67470 0.0 0.0 0.0
N -0.03658 -0.97884 3.13591 -0.1 -0.1 -0.1
C -0.90138 -4.32454 -0.16869 0.0 0.1 0.0
C -0.62629 -5.30224 -1.09512 0.0 0.0 -0.1
C -0.29244 -4.91279 -2.38859 0.0 -0.1 0.0
C -0.26845 -3.56208 -2.70133 0.0 0.0 0.0
C -0.53052 -2.63644 -1.70878 0.0 0.0 0.1
N -0.82100 -2.99911 -0.45030 0.0 0.0 0.0
H -3.66519 -5.41173 2.70676 0.0 0.0 0.0
H -5.76752 -4.78009 3.83498 0.0 0.0 0.0
H -6.31893 -2.41545 4.26893 0.0 0.0 0.0
H -4.80688 -0.59051 3.55887 0.0 0.0 0.0
H -1.11115 1.42205 5.21532 0.0 0.0 0.0
H 1.12680 0.92251 6.26435 0.0 0.0 0.0
H 2.56588 -0.83166 5.22679 0.0 0.0 0.0
H 1.75395 -2.01454 3.20018 0.0 0.0 0.0
H -0.70801 -6.34132 -0.80353 0.0 0.0 0.0
H -0.08270 -5.65662 -3.14734 0.0 0.0 0.0
H -0.05182 -3.22245 -3.70545 0.0 0.0 0.0
H -0.52785 -1.57645 -1.91261 0.0 0.1 0.0
C 2.91768 4.95365 -4.43999 0.0 0.0 0.0
C 2.54699 4.48321 -3.03922 0.0 0.0 0.0
C 2.41500 2.96395 -2.96086 0.1 0.0 0.0
C 1.95868 2.49205 -1.56919 0.0 0.1 0.0
Ge 1.51861 0.61092 -1.61402 -0.1 0.0 -0.1
C 2.86357 -0.67541 -1.06681 0.1 0.0 0.0
C 4.10981 -0.55715 -1.96102 0.0 0.0 0.0
C 3.84297 -0.88934 -3.42622 0.0 -0.1 0.0
C 5.06936 -0.66944 -4.30310 0.0 0.0 0.0
H 2.99299 6.03932 -4.48274 0.0 0.0 0.0
H 2.16905 4.64337 -5.17110 0.0 0.0 0.0
H 3.88167 4.54656 -4.74890 0.0 0.0 0.0
H 1.60213 4.93866 -2.72383 0.0 0.0 0.0
H 3.30415 4.81238 -2.32258 0.0 0.0 0.0
H 3.38290 2.50755 -3.19248 0.0 0.0 0.0
H 1.72107 2.61951 -3.73569 0.0 0.0 0.0
H 1.08644 3.06513 -1.23735 0.0 0.0 -0.1
H 2.74771 2.64590 -0.82929 0.0 0.0 0.0
H 0.62019 0.23721 -2.80158 0.0 0.0 0.0
H 2.45064 -1.68527 -1.11589 0.0 -0.1 0.0
H 3.11060 -0.46148 -0.02378 0.0 0.0 0.0
H 4.87769 -1.22629 -1.56761 0.0 0.0 0.0
H 4.53121 0.45051 -1.88534 0.0 0.0 0.0
H 3.01034 -0.28177 -3.80953 0.0 0.1 0.0
H 3.51261 -1.93127 -3.50218 0.0 0.0 0.0
H 5.36988 0.38000 -4.30142 0.0 0.0 0.0
H 4.87981 -0.96057 -5.33576 0.0 0.0 0.0
H 5.91495 -1.25759 -3.94214 0.0 0.0 0.0
C -2.53290 3.14022 -1.07855 0.0 -0.1 0.1
N -2.03775 1.83152 -0.60267 0.0 0.0 0.1
C -2.58205 0.68713 -1.34795 0.1 0.1 0.1
C -1.08024 1.71408 0.30639 -0.1 0.2 0.0
S -0.00476 0.29009 0.23180 0.2 -0.2 0.1
N -0.85978 2.62078 1.25230 -0.1 -0.1 -0.2
C 0.44892 2.82872 1.88571 -0.1 0.0 0.0
C -1.92506 3.49219 1.78739 0.1 0.0 -0.1
H -2.58505 3.08401 -2.16461 0.0 0.0 0.0
H -1.83676 3.92407 -0.80410 0.0 0.1 0.0
H -3.52484 3.36040 -0.68884 0.0 0.0 0.0
H -3.63313 0.88901 -1.54408 0.0 0.0 0.0
H -2.50902 -0.22240 -0.76144 0.0 0.0 0.0
H -2.06257 0.57100 -2.30018 0.0 0.0 0.0
H 1.22054 2.26781 1.37320 0.0 0.0 0.0
H 0.40717 2.53226 2.93428 0.0 0.0 0.0
H 0.68588 3.89055 1.83161 0.0 0.0 0.0
H -2.89816 3.07987 1.54900 -0.1 0.0 0.0
H -1.83698 4.51257 1.41867 0.0 0.0 0.0
H -1.81072 3.50240 2.86977 0.0 0.0 0.0

19
Properties=species:S:1:pos:R:3:forces:R:3 method="wB97M-V/def2-TZVPD" e_homo_ev=-7.21 lumo_energy_ev=-0.7841 e_tot_ha=-347.91701 e_above_lowest_kcal_mol=180.6 homo_lumo_gap_ev=6.4
C 2.67496 -1.16338 0.63321 0.0 -0.3 -0.3
C 1.83066 0.04890 0.41225 -0.3 0.5 0.6
C 0.48458 0.22459 0.49522 0.9 1.1 -0.6
O 0.08082 1.05607 1.47159 -0.5 0.8 -0.1
C -0.48393 -0.30917 -0.50242 0.9 -2.9 0.9
C -2.02574 -0.16892 -0.32014 0.5 -1.1 0.2
O -2.40485 1.01979 0.39671 0.0 -0.2 -0.1
H 3.70588 -0.96919 0.31930 -0.1 -0.3 0.1
H 2.65567 -1.33962 1.72740 0.3 -0.1 -0.4
H 2.32011 -2.07696 0.16121 0.0 -0.1 -0.2
H -0.41784 1.69833 -3.18120 -2.5 0.7 3.3
H 2.29818 0.93048 0.82495 0.2 0.1 0.7
H 0.07764 -1.37235 -0.28950 -2.5 1.1 -0.9
H -0.84406 1.28896 1.31540 -0.3 0.3 0.0
H -0.21501 -0.18447 -1.53043 0.4 0.8 -0.2
H -1.35356 1.92405 -1.93826 2.5 -0.5 -3.4
H -2.28933 -1.04519 0.25514 -0.6 -0.2 0.3
H -2.60823 -0.21837 -1.26442 0.8 0.1 0.3
H -3.26553 0.84133 0.80382 0.3 0.2 -0.1